# 1
Entry from OMol25: a single C5H9N2P molecule (ωB97M-V/def2-TZVPD).

## Properties
SMILES: CC(C)C1=[PH]=CN=N1
highest occupied orbital energy: -9.05 eV
gap between HOMO and LUMO: 9.37 eV

```
17
Properties=species:S:1:pos:R:3:forces:R:3:mulliken_charge:R:1
C 1.337 1.153 -0.964 4.26 0.07 2.30 -1.355
H -1.703 -0.044 -1.774 -2.96 0.09 0.31 0.474
N -0.720 0.591 1.655 -0.01 0.31 -2.17 -0.156
H 1.612 2.118 -1.393 -0.45 -0.29 -0.52 0.313
H -0.907 -2.123 3.531 -0.07 0.80 -0.97 0.413
H 1.772 0.309 -1.487 0.42 0.12 -0.49 0.350
C -0.354 0.108 0.528 -0.35 -2.08 2.64 -0.164
H -0.632 1.856 -0.673 0.46 -1.17 0.22 0.202
H -0.474 0.320 -2.846 0.66 1.05 -1.98 0.456
C -0.759 -1.466 2.632 -0.05 -0.15 -0.39 -0.069
C -0.066 0.873 -0.744 -3.35 0.48 0.13 1.130
C -0.692 0.031 -1.881 1.81 -0.03 1.88 -1.757
N -1.046 -0.214 2.718 0.31 -0.69 1.09 -0.590
H 1.977 1.184 0.034 -1.47 -0.09 -1.65 0.316
H 1.163 -1.619 1.417 -0.41 -0.54 -0.43 0.080
P -0.153 -2.108 1.009 0.61 3.05 0.04 -0.043
H -0.353 -0.971 -1.762 0.59 -0.93 -0.02 0.400
```
Positions in Å, forces in eV/Å.

# 2
Entry from OMol25: 2 unconnected molecules or ions with the total composition C5H9N2S (ωB97M-V/def2-TZVPD).

## Properties
total charge: +1
highest occupied orbital energy (alpha / beta): -12.46 / -12.27 eV
gap between HOMO and LUMO (alpha / beta): 5.31 / 7.24 eV

```
17
Properties=species:S:1:pos:R:3:forces:R:3:mulliken_charge:R:1
H -2.629 -2.857 -1.371 1.31 -0.16 -0.44 0.277
H 2.796 2.955 0.406 0.13 0.20 -0.31 0.254
C -0.951 -1.826 -0.492 -0.49 -1.44 1.40 0.522
S 0.698 3.642 1.264 0.37 0.34 -0.71 -0.064
C -1.500 -2.931 -1.408 -0.46 0.72 0.39 -1.017
H -0.625 0.235 1.880 0.08 0.72 1.76 0.291
H 2.915 4.116 1.736 -0.87 -0.21 -1.84 0.255
H -1.080 -2.940 -2.443 -0.54 0.62 0.80 0.334
H -1.210 -3.897 -1.034 -0.03 -0.37 0.48 0.339
C 2.385 3.922 0.691 1.02 -1.05 3.03 -0.679
H -0.053 -0.575 -1.878 0.40 0.08 -2.13 0.168
H -1.596 -2.108 1.628 0.90 0.40 -0.42 0.352
C -0.976 -1.587 0.875 -1.69 -1.26 -0.20 -0.477
C -0.113 0.192 -0.040 0.17 -0.45 -0.48 0.123
N -0.353 -0.728 -0.968 0.99 2.21 -0.30 -0.014
N -0.427 -0.332 1.109 -0.58 -0.76 -0.73 0.011
H 2.718 4.718 0.046 -0.71 0.42 -0.29 0.327
```
Positions in Å, forces in eV/Å.

# 3
Entry from OMol25: a molecular structure, C5H9N2S (ωB97M-V/def2-TZVPD).

## Properties
total charge: +1
highest occupied orbital energy: -12.91 eV
gap between HOMO and LUMO: 7.69 eV

```
17
Properties=species:S:1:pos:R:3:forces:R:3:mulliken_charge:R:1
H 1.405 -2.104 -0.502 1.55 -2.86 -2.23 0.509
S -3.119 0.551 -0.682 -2.00 0.81 -0.53 -0.168
H 1.445 -1.168 0.836 2.36 1.20 2.75 0.441
H 0.176 1.095 1.762 -0.19 -0.58 -0.14 0.337
N -0.329 -1.828 0.549 1.74 -0.58 -1.24 -0.425
C 0.916 -1.404 0.016 -3.95 3.29 0.09 -0.662
H 1.910 0.368 -1.033 -3.20 -1.77 0.15 0.422
H -0.184 1.815 -1.226 -0.10 -2.53 0.98 0.402
C -1.798 -0.082 -0.243 4.64 2.47 -0.91 0.120
H 1.535 1.687 0.806 -1.33 0.01 -0.24 0.297
C 0.400 1.547 0.799 1.16 0.40 0.64 -1.140
H 0.587 -0.550 -1.793 -0.05 0.45 -0.95 0.389
N 0.857 -0.111 -0.929 3.36 -0.03 0.56 -0.299
C -0.085 0.908 -0.469 -2.79 0.57 -0.47 -0.123
H -2.191 -1.935 0.900 -0.62 0.76 -0.46 0.456
H -0.068 2.521 0.838 0.14 0.35 0.14 0.388
C -1.457 -1.312 0.370 -0.73 -1.97 1.87 0.055
```
Positions in Å, forces in eV/Å.

# 4
Entry from OMol25: a gas-phase ion, C5H9N2S (charge +1) (ωB97M-V/def2-TZVPD).

## Properties
total charge: +1
highest occupied orbital energy (alpha / beta): -13.72 / -13.68 eV
gap between HOMO and LUMO (alpha / beta): 7.21 / 8.88 eV

```
17
Properties=species:S:1:pos:R:3:forces:R:3:mulliken_charge:R:1
C -0.228 -1.921 1.489 -0.85 -0.01 -0.73 -0.648
C 0.696 0.717 -0.871 -4.68 -3.04 -1.72 -0.505
H 1.591 1.131 -1.151 2.24 1.44 -0.44 0.447
C -2.120 0.536 0.758 0.89 -0.69 -0.62 0.416
C -0.313 1.771 -0.342 2.85 -0.48 0.36 -0.800
S -1.919 -0.746 1.685 0.39 -0.81 0.71 -0.046
H -2.313 1.986 -0.710 0.73 -1.83 1.63 0.347
H 0.124 1.938 0.623 0.03 0.89 0.62 0.381
H 0.230 0.204 -1.801 0.76 0.74 0.98 0.316
N -1.665 1.335 -0.126 -2.02 2.20 -2.16 -0.179
C 0.524 -1.532 0.220 -1.37 -1.70 -1.35 -0.384
N 0.826 -0.175 0.190 0.75 0.15 1.62 -0.306
H 1.554 -2.015 0.351 -1.21 -0.04 -0.54 0.326
H -0.657 -2.942 1.468 0.00 0.65 -0.31 0.439
H 0.304 -1.841 2.413 0.19 0.76 0.64 0.393
H -0.167 -1.997 -0.670 2.09 1.12 1.46 0.316
H -0.196 2.622 -0.982 -0.78 0.65 -0.14 0.489
```
Positions in Å, forces in eV/Å.

# 5
Entry from OMol25: a molecular structure, C5H9N3 (ωB97M-V/def2-TZVPD).

## Properties
⟨S²⟩: 0.754
2S+1: 2
total charge: -1
highest occupied orbital energy (alpha / beta): -1.32 / -1.66 eV
gap between HOMO and LUMO (alpha / beta): 5.57 / 5.90 eV

```
17
Properties=species:S:1:pos:R:3:forces:R:3:mulliken_charge:R:1
C -0.770 -1.454 -1.279 0.23 -0.06 -0.09 -0.490
H -0.723 0.329 -2.277 0.16 0.03 0.06 0.335
H 1.152 2.284 1.199 0.02 0.40 0.15 0.311
C 0.191 1.774 1.039 -1.40 3.82 0.91 -0.362
C 0.503 -0.004 0.278 -0.19 -1.73 -1.87 0.379
N -0.992 -0.629 -2.464 -0.75 -0.34 -0.11 -0.677
N -0.174 0.953 2.269 1.35 -0.10 -2.41 -0.482
C 0.610 -1.225 -0.638 0.40 1.24 -0.07 -0.575
N 0.046 1.219 -0.244 0.58 -1.98 2.83 -0.598
H -0.561 -1.004 -3.295 0.32 0.15 0.12 0.200
H 0.329 1.297 3.079 0.10 0.42 -0.28 0.290
H 1.143 -0.897 2.169 -0.64 -0.21 -0.01 0.296
C 0.596 -0.126 1.628 0.02 -1.25 0.63 -0.782
H -0.869 -2.520 -1.543 -0.20 0.30 -0.05 0.294
H -1.553 -1.180 -0.557 0.25 -0.30 -0.04 0.299
H 1.321 -0.988 -1.452 -0.16 -0.27 0.11 0.270
H 0.987 -2.088 -0.092 -0.08 -0.12 0.13 0.291
```
Positions in Å, forces in eV/Å.

# 6
Entry from OMol25: 2 unconnected molecules or ions with the total composition C5H9N3 (ωB97M-V/def2-TZVPD).

## Properties
highest occupied orbital energy: -8.31 eV
gap between HOMO and LUMO: 8.28 eV

```
17
Properties=species:S:1:pos:R:3:forces:R:3:mulliken_charge:R:1
H -2.544 -0.190 -0.208 2.27 -0.65 -0.01 0.289
H 0.714 2.520 0.196 0.20 -2.85 -2.84 0.303
N -0.290 1.028 -1.346 0.96 1.07 0.23 -0.437
H -2.244 0.544 1.399 0.59 -2.92 -1.32 0.179
H 0.161 -1.914 1.017 -2.07 4.92 -0.39 0.258
C 0.025 -0.127 -1.723 2.45 -0.98 -2.54 0.035
H -2.143 -1.532 1.106 -0.57 2.82 -0.81 0.275
C 1.655 0.224 0.049 -1.83 1.01 -4.56 -0.413
H -0.375 -0.438 -2.741 0.17 -0.56 1.79 0.346
N -0.440 -0.511 1.048 0.33 -3.40 -0.82 -0.318
N 1.369 -0.634 -1.306 -1.83 -2.69 4.17 -0.476
H 0.823 0.962 2.030 -1.11 -0.29 -2.88 0.315
C 0.672 1.393 -0.364 -0.51 2.86 5.10 -0.085
H 1.326 -1.779 -0.924 -0.16 4.10 -1.70 0.275
C 0.431 0.584 0.939 3.12 -2.46 1.95 -0.212
C -1.871 -0.438 0.684 -1.73 -0.22 4.03 -0.695
H 2.731 0.309 0.143 -0.28 0.25 0.60 0.361
```
Positions in Å, forces in eV/Å.

# 7
Entry from OMol25: a single C5H9N3 molecule (ωB97M-V/def2-TZVPD).

## Properties
SMILES: [H]/N=C(\N)C1=CCNC1
highest occupied orbital energy: -8.78 eV
gap between HOMO and LUMO: 9.58 eV

```
17
Properties=species:S:1:pos:R:3:forces:R:3:mulliken_charge:R:1
N 0.577 -0.912 1.930 -0.65 -1.25 -0.27 -0.478
H -2.559 -0.155 -0.804 0.43 0.41 -0.36 0.223
H -0.566 1.273 -2.979 -0.93 1.05 -1.78 0.220
H 2.062 0.789 1.895 -0.31 2.47 1.61 0.294
C 1.756 -0.082 1.456 0.35 -5.63 -2.84 -0.512
C -0.625 -0.751 0.969 0.79 1.55 -1.29 -0.679
C 0.123 -0.044 -0.291 0.37 -2.06 4.51 0.636
H 2.706 -0.747 1.586 -1.51 0.90 -0.23 0.233
N -2.052 0.663 -1.150 -0.30 1.99 -3.46 -0.527
H -2.614 1.210 -2.051 2.30 -2.43 3.50 0.251
H 0.878 -1.935 1.889 -0.59 2.11 0.08 0.317
N 0.068 1.009 -2.284 1.45 0.65 -1.46 -0.555
H -1.221 -1.703 0.639 1.60 1.35 0.93 0.243
H -1.438 0.002 1.314 1.52 -1.25 -0.02 0.272
H 2.062 0.698 -0.755 -0.53 -0.77 0.97 0.402
C -0.591 0.566 -1.339 -3.52 -0.77 0.55 -0.066
C 1.433 0.118 -0.024 -0.46 1.69 -0.43 -0.273
```
Positions in Å, forces in eV/Å.

# 8
Entry from OMol25: a single C5H9N3 molecule (ωB97M-V/def2-TZVPD).

## Properties
SMILES: C[C@@]12CN[C@H]1C=NN2
highest occupied orbital energy: -8.45 eV
gap between HOMO and LUMO: 9.41 eV

```
17
Properties=species:S:1:pos:R:3:forces:R:3:mulliken_charge:R:1
C 1.175 0.994 -1.261 -2.14 -1.44 0.09 -0.507
H 0.230 -1.973 -1.424 0.85 -1.02 -0.43 0.322
C -0.161 1.054 -0.448 0.72 -0.22 -0.12 -0.029
H 0.881 -1.846 1.034 -0.56 -1.12 0.50 0.360
N 1.137 -0.188 -1.829 1.51 1.23 -0.82 -0.530
H 1.786 1.780 -1.636 0.51 0.21 -0.19 0.425
C -0.166 -0.406 -0.135 -2.48 -0.51 2.08 0.720
H -0.678 1.293 1.826 0.16 0.80 -3.40 0.340
H -0.952 1.427 -1.121 0.56 -0.75 -0.80 0.366
H -2.480 -0.132 0.049 0.54 0.14 0.39 0.292
N -1.009 1.300 0.760 -0.19 1.51 5.35 -0.582
H -1.726 -0.549 1.714 0.20 0.68 -1.75 0.269
H 1.875 -0.680 0.453 1.72 1.07 -0.10 0.420
C 0.932 -0.797 0.879 -3.21 1.09 1.41 -1.304
H 0.593 -0.239 1.812 1.68 -0.86 -0.81 0.244
N 0.138 -0.995 -1.358 -0.80 1.19 -0.86 -0.154
C -1.574 -0.044 0.686 0.94 -1.98 -0.54 -0.652
```
Positions in Å, forces in eV/Å.

# 9
Entry from OMol25: a single C5H9N3 molecule (ωB97M-V/def2-TZVPD).

## Properties
SMILES: CC1=NN=C[C@]1(C)N
highest occupied orbital energy: -9.71 eV
gap between HOMO and LUMO: 10.39 eV

```
17
Properties=species:S:1:pos:R:3:forces:R:3:mulliken_charge:R:1
H -2.341 -0.076 -0.859 0.90 0.01 -0.54 0.402
H 1.767 -1.586 -1.035 -0.10 0.64 1.54 0.214
H 1.341 -1.914 0.752 0.01 1.26 -1.27 0.281
C 0.989 0.186 0.010 0.66 -2.43 -0.24 0.059
H -0.565 0.013 2.114 0.16 0.40 0.02 0.293
C -0.472 1.872 0.101 0.50 -0.67 -0.36 -0.611
H 2.780 -0.963 0.393 -1.12 0.09 -0.83 0.372
N -1.116 -0.174 1.287 0.06 -1.40 -0.07 -0.723
N 1.674 1.232 -0.034 -0.56 2.00 -0.08 -0.477
H -1.387 2.428 0.277 0.25 0.34 -0.25 0.463
H -1.132 -1.216 1.247 -0.13 1.04 -0.12 0.285
H -1.208 -1.360 -1.176 0.54 0.29 -0.07 0.357
C -0.494 0.342 0.051 -0.10 0.34 1.14 1.943
N 0.707 2.359 -0.006 -0.60 -0.14 0.36 -0.536
C 1.724 -1.115 0.012 0.98 -2.07 0.43 -1.098
C -1.261 -0.266 -1.118 -1.65 0.19 1.41 -1.647
H -1.007 0.238 -2.015 0.19 0.12 -1.06 0.423
```
Positions in Å, forces in eV/Å.

# 10
Entry from OMol25: a single C5H9N3 molecule (ωB97M-V/def2-TZVPD).

## Properties
SMILES: NC[C@]12CN=CN1C2
highest occupied orbital energy: -9.25 eV
gap between HOMO and LUMO: 10.22 eV

```
17
Properties=species:S:1:pos:R:3:forces:R:3:mulliken_charge:R:1
H 1.747 1.416 0.137 0.48 -0.24 -0.10 0.349
H 1.902 -1.445 -0.447 1.88 1.35 -1.08 0.320
C 1.561 0.346 0.223 -0.02 -1.68 2.78 -0.793
H -0.243 2.500 0.349 -0.79 -0.65 0.37 0.290
N 2.461 -0.537 -0.683 -3.88 -0.75 -0.52 -0.640
C 0.009 0.182 0.250 2.56 1.00 1.89 0.825
H -1.175 -1.365 1.671 1.37 0.93 -0.84 0.238
H -0.047 -2.030 0.442 0.04 0.49 0.20 0.237
N -1.813 -1.159 -0.248 -0.59 -1.06 0.98 -0.488
C -1.825 -0.071 -0.847 -2.69 0.01 -4.38 -0.085
H 2.230 -0.386 -1.769 0.31 -0.10 3.14 0.285
H -2.625 0.175 -1.644 1.16 -0.29 1.55 0.328
N -0.727 0.762 -0.786 0.17 -0.59 -3.85 -0.432
H 1.772 -0.020 1.433 0.14 1.21 -3.45 0.254
H -1.779 1.241 0.894 1.90 1.89 -0.25 0.248
C -0.783 1.532 0.354 -1.05 -0.88 3.62 -0.573
C -0.664 -1.140 0.671 -0.98 -0.65 -0.05 -0.365
```
Positions in Å, forces in eV/Å.

We obtain E_tot values of -17596.353; -19135.389; -19135.844; -19134.208; -9797.498; -9792.695; -9798.397; -9796.000; -9799.515; -9797.423 eV for the records listed above, in that order.
We obtain energy above the lowest of the compared OMol25 structures with the same formula, charge and spin values of 62.89; 100.10; 89.63; 127.35; 56.32; 202.29; 70.78; 126.07; 45.01; 93.25 kcal per mole for the records listed above, in that order.